# 1
Density functional theory data (the ωB97M-V functional and the def2-TZVPD basis) for a cluster of 4 separate species, C13H26N3O2S2 in total at a distorted geometry.

Structure (XYZ):
```
46
Properties=species:S:1:pos:R:3:forces:R:3:nbo_charge:R:1
C 3.7531 -0.0895 0.9141 -0.39 -0.32 0.29 -0.6156
C 2.4658 -0.0554 0.1429 0.41 0.15 -0.11 -0.0633
O 2.5792 0.7934 -0.9763 0.15 0.05 -0.48 -0.5128
C 1.3698 1.2878 -1.4625 -0.33 -0.29 0.13 -0.0796
C 0.2792 0.2573 -1.7807 -0.01 0.77 0.42 -0.1300
O 0.8384 -0.9226 -2.4221 0.46 -0.90 0.32 -0.6346
S -0.0768 -2.2265 -2.2655 -0.94 0.10 -0.58 1.0394
C -0.2645 -2.7493 -0.5318 -0.57 0.47 0.55 -0.7544
S -1.9061 -2.2342 0.0566 -0.09 -0.14 0.01 0.2490
C -1.5591 -0.9819 1.3482 0.62 0.37 -0.99 -0.5070
C -2.1424 0.3754 1.0000 0.10 -0.23 0.30 -0.6200
H 4.0536 0.8860 1.2597 0.21 0.31 -0.04 0.2281
H 4.5233 -0.5857 0.3506 0.47 0.12 -0.32 0.2193
H 3.5670 -0.7160 1.7784 0.08 -0.11 0.38 0.2145
H 2.3027 -1.0665 -0.2199 -0.49 -0.38 0.02 0.1422
H 1.6583 0.2725 0.7969 -0.33 0.04 0.07 0.1579
H 1.5360 1.8781 -2.3461 0.54 0.16 -0.33 0.2148
H 0.9253 1.9519 -0.7194 -0.30 0.20 0.10 0.1928
H -0.4415 0.7178 -2.4394 -0.25 0.05 -0.37 0.2233
H -0.2536 0.0003 -0.8773 0.04 -0.51 0.24 0.1945
H 0.7340 -3.1815 -2.7956 0.38 0.38 0.32 0.1514
H 0.4994 -2.3632 0.1274 0.46 0.12 -0.11 0.2779
H -0.2324 -3.8284 -0.5071 0.20 -0.41 -0.38 0.2845
H -1.8878 -1.3354 2.3044 -0.33 -0.38 0.36 0.2549
H -0.4825 -0.8895 1.3648 0.42 -0.13 0.33 0.2051
H -1.4735 0.9857 0.4119 0.11 0.08 -0.38 0.2018
H -3.0838 0.2579 0.4917 -0.41 0.18 -0.19 0.2194
H -2.3072 0.9124 1.9163 -0.24 0.27 0.37 0.2424
C -6.0124 1.3771 1.6653 0.05 0.00 0.04 -0.7258
C -5.0824 0.8446 2.6558 -1.27 0.67 -1.17 0.3095
N -4.3659 0.4332 3.4323 1.25 -0.68 1.16 -0.3635
H -6.0251 0.7347 0.7872 -0.03 0.00 -0.01 0.2525
H -7.0129 1.4206 2.0894 -0.02 0.00 -0.01 0.2678
H -5.7040 2.3787 1.3726 -0.01 0.01 -0.01 0.2628
C 4.0153 -2.4704 -3.7120 0.05 -0.06 -0.04 -0.7068
C 4.1408 -3.2995 -4.9058 -0.03 0.51 0.75 0.2614
N 4.2387 -3.9515 -5.8353 0.02 -0.53 -0.74 -0.2901
H 4.5602 -2.9233 -2.8863 0.02 0.00 0.01 0.2564
H 4.4176 -1.4779 -3.9011 -0.03 0.03 0.02 0.2664
H 2.9641 -2.3814 -3.4419 0.02 0.11 0.03 0.2116
C -0.7042 3.5255 3.3026 -0.03 0.06 -0.08 -0.7245
C -1.1563 3.8596 1.9546 0.29 -0.26 0.91 0.2956
N -1.5134 4.1034 0.8990 -0.25 0.08 -0.90 -0.3471
H -1.1504 2.5846 3.6195 -0.03 0.00 0.03 0.2548
H 0.3797 3.4328 3.3155 0.02 0.02 0.02 0.2545
H -1.0022 4.3098 3.9943 0.00 0.00 0.03 0.2686
```
Positions in Å, forces in eV/Å.

net charge: +1
LUMO level: -4.137 eV
HOMO-LUMO gap: 8.9 eV
HOMO level: -13.08 eV

***

# 2
Density functional theory data (the ωB97M-V functional and the def2-TZVPD basis) for a cluster of 2 separate species, C10H14Si in total at a distorted geometry.

Structure (XYZ):
```
25
Properties=species:S:1:pos:R:3:forces:R:3:nbo_charge:R:1
C -3.2743 1.1863 0.6377 1.52 2.79 -0.08 -0.2178
C -4.0548 0.2152 1.1521 -1.87 -2.23 0.86 -0.2185
C -2.1653 0.9509 -0.1654 -1.70 -4.41 -0.70 -0.2050
C -3.8141 -1.1682 0.9172 0.77 3.29 -0.75 -0.1895
C -2.0024 -0.3947 -0.5983 -1.17 1.23 2.20 -0.0169
C -2.8074 -1.3744 0.0260 1.79 -1.20 -0.99 -0.2161
C 4.0705 -1.4206 0.7128 0.49 -1.20 -2.12 -0.3631
C 3.1657 -0.7006 0.0497 0.25 1.00 1.94 -0.7530
C -0.8086 -0.7515 -1.3672 2.49 -0.40 -0.72 -0.6390
C 2.6565 2.0020 0.9324 -1.09 -2.00 -1.44 -1.1512
Si 1.8524 0.1945 1.0358 0.16 1.31 0.46 0.9887
H -3.3882 2.2412 0.9170 -0.54 -0.45 0.05 0.2115
H -4.9475 0.4374 1.7320 0.32 0.39 0.15 0.2092
H -1.4849 1.5787 -0.6154 1.02 2.18 -0.36 0.2041
H -4.3334 -1.9331 1.4128 -0.65 -0.85 0.43 0.2156
H 4.7357 -2.0341 0.0682 0.31 0.79 0.78 0.1924
H 4.1839 -1.5466 1.7581 -0.51 -0.44 0.97 0.1867
H 3.5016 -0.3740 -0.8950 -0.29 -0.34 -1.70 0.2235
H -0.4356 0.1437 -1.9241 -0.42 -0.71 0.07 0.2112
H 0.0544 -0.9008 -0.5932 -1.34 -0.40 -1.38 0.2162
H -0.8943 -1.6279 -2.1066 0.14 1.23 1.36 0.2307
H 2.6873 2.2001 -0.1452 -0.14 0.22 -0.11 0.2268
H 2.2305 2.8139 1.4390 -1.05 0.99 0.70 0.2242
H 3.6644 1.9666 1.1993 1.89 -0.31 0.57 0.2316
H -2.4295 -2.3710 -0.1484 -0.36 -0.48 -0.18 0.1976
```
Positions in Å, forces in eV/Å.

LUMO level: -0.483 eV
HOMO-LUMO gap: 7.6 eV
HOMO level: -8.11 eV

***

# 3
Density functional theory data (the ωB97M-V functional and the def2-TZVPD basis) for a structure of composition C6H6F2O at a distorted geometry.

Structure (XYZ):
```
15
Properties=species:S:1:pos:R:3:forces:R:3:nbo_charge:R:1
C -0.0387 -1.7804 0.2124 -2.06 -2.32 1.38 -0.3752
C -1.1175 -0.9608 0.3623 0.61 0.57 -0.57 -0.0335
C 1.2537 -1.2952 -0.0333 2.21 5.26 -1.34 0.5532
C -1.2167 0.5204 0.1799 -0.86 1.89 -2.61 -0.4614
C -0.0973 1.2424 -0.6149 -0.48 -2.09 -2.27 -0.4865
C 1.1556 0.6623 -0.1073 0.49 -3.26 2.15 0.6030
O 2.3592 -1.7301 -0.1955 -1.59 -0.22 0.41 -0.4866
F 1.3461 0.9892 1.2478 -0.33 0.00 -0.49 -0.3866
F 2.2389 1.0547 -0.7157 1.32 0.55 -1.02 -0.3203
H -0.0154 -2.9082 0.4318 -0.75 1.68 -0.41 0.2369
H -2.1281 -1.2052 0.6014 -0.24 -1.66 0.37 0.2213
H -2.2512 0.9444 -0.2208 1.79 -1.65 0.47 0.2296
H -1.1979 1.0695 1.0920 0.13 -0.19 1.40 0.2533
H -0.0131 1.1345 -1.7844 -0.74 -0.29 2.14 0.2284
H -0.2777 2.2624 -0.4559 0.50 1.74 0.38 0.2245
```
Positions in Å, forces in eV/Å.

LUMO level: -0.365 eV
HOMO-LUMO gap: 8.6 eV
HOMO level: -8.97 eV

***

# 4
Density functional theory data (the ωB97M-V functional and the def2-TZVPD basis) for an isolated molecule of C6H12O4S at a distorted geometry.

Structure (XYZ):
```
23
Properties=species:S:1:pos:R:3:forces:R:3:nbo_charge:R:1
C -3.0187 0.1516 0.4376 -0.99 1.49 0.64 -0.6281
C -1.5215 -0.0807 0.5349 -0.19 0.15 0.26 -0.3605
C 0.7250 -1.4245 -0.3003 0.62 -0.13 -0.94 -0.0715
C 1.3116 -0.0192 -0.4840 -1.31 -0.62 -0.54 0.0262
C 0.7055 0.9047 0.5131 0.20 1.34 0.59 0.0514
C -0.7784 1.2356 0.2768 0.81 -2.02 -0.59 0.0771
H -3.2911 0.6951 -0.4878 0.30 -0.58 0.21 0.2318
H -3.3296 0.8748 1.2437 0.42 -0.63 -0.53 0.2133
H -3.6895 -0.6968 0.5714 0.40 -0.28 -0.17 0.2261
H -1.1913 -0.3580 1.5546 -0.55 -0.08 -0.36 0.2254
H 1.1617 -2.0189 -1.1371 -0.44 -0.11 0.45 0.1799
H 2.0634 -1.6115 0.9827 0.19 -0.13 0.50 0.4746
H 1.1627 0.3547 -1.4881 -0.44 -0.04 -0.34 0.1980
H 3.1434 -0.5487 -0.8838 -0.01 0.14 -0.05 0.4844
H 0.7952 0.4194 1.4927 0.14 0.36 0.14 0.1813
H 2.3605 1.9350 0.2513 0.33 -0.28 -0.01 0.4906
H -1.1782 1.9196 1.0110 0.21 0.56 0.35 0.1820
H -0.3470 2.5180 -1.0157 -1.10 -1.31 -0.55 0.4850
O 1.1510 -1.9294 0.9555 -0.29 -0.01 -0.48 -0.7169
O 2.6863 -0.0151 -0.2236 1.27 -0.49 0.44 -0.7413
O 1.4415 2.1183 0.4372 -0.86 0.80 0.41 -0.7384
O -0.9495 1.7101 -1.0416 1.01 1.83 0.52 -0.7153
S -1.0522 -1.4475 -0.5615 0.28 0.01 0.06 0.2449
```
Positions in Å, forces in eV/Å.

LUMO level: 0.383 eV
HOMO-LUMO gap: 9.4 eV
HOMO level: -8.97 eV
SMILES: C[C@H]1S[C@H](O)[C@H](O)[C@@H](O)[C@H]1O

***

# 5
Density functional theory data (the ωB97M-V functional and the def2-TZVPD basis) for an isolated molecule of C17H21BrN2O3S3 at a distorted geometry.

Structure (XYZ):
```
47
Properties=species:S:1:pos:R:3:forces:R:3:nbo_charge:R:1
O 3.2778 2.3485 -0.7780 0.23 -0.03 -0.35 -0.6291
C 2.4160 2.0548 0.0221 -0.57 0.00 0.09 0.7013
N 2.5353 2.3146 1.3475 0.03 0.11 0.49 -0.6171
H 1.8199 1.9996 1.9835 -0.04 0.00 -0.14 0.3979
C 3.7629 2.8109 1.9239 0.17 0.24 -0.23 -0.2633
C 4.3809 1.8219 2.8570 -0.07 -0.31 0.02 -0.2049
C 5.1257 2.0521 3.9710 -0.16 0.08 -0.24 -0.2564
C 5.5625 0.8632 4.6000 0.07 -0.22 0.05 -0.2517
C 5.1364 -0.2514 3.9577 -0.14 -0.06 -0.28 -0.4129
S 4.1997 0.1220 2.5639 0.25 0.37 0.37 0.4230
H 5.3095 -1.2781 4.2115 0.07 -0.20 0.11 0.2348
H 6.1620 0.8463 5.4923 0.09 -0.05 0.16 0.2238
H 5.3587 3.0377 4.3325 0.00 0.22 0.05 0.2212
H 4.4280 3.0086 1.0735 -0.13 0.04 0.20 0.2557
H 3.5857 3.7538 2.4547 0.09 -0.11 -0.08 0.2077
C 1.1253 1.3414 -0.3500 0.37 -0.05 -0.42 -0.3139
C 0.6843 1.7177 -1.7622 -0.18 0.05 0.13 -0.3807
C -0.5613 0.9362 -2.1630 0.30 -0.02 -0.04 -0.4108
C -0.3222 -0.5740 -2.0838 -0.28 0.08 0.13 -0.2382
C 0.1360 -0.9480 -0.6722 0.28 0.06 -0.26 -0.3936
C 1.3877 -0.1674 -0.2829 -0.26 -0.05 0.17 -0.3887
H 1.7002 -0.4510 0.7251 0.05 -0.03 -0.01 0.2123
H 2.2041 -0.4111 -0.9665 0.08 0.01 0.00 0.2104
H -0.6625 -0.7267 0.0406 0.12 -0.05 0.06 0.2053
H 0.3576 -2.0179 -0.6191 -0.07 -0.05 0.09 0.1989
C -1.5890 -1.3567 -2.5170 0.21 0.35 -0.31 -0.2184
N -2.3005 -2.0566 -1.4674 -0.32 0.34 0.72 -0.8648
S -3.2324 -1.2125 -0.3796 -0.56 -0.93 -0.08 2.3340
O -2.9459 -1.6915 0.9392 0.03 -0.25 -0.08 -0.9331
O -3.2031 0.1917 -0.6496 0.05 -0.05 -0.38 -0.9345
C -4.8402 -1.8034 -0.8307 0.27 0.37 0.09 -0.5514
C -5.6100 -2.7343 -0.2053 0.47 0.22 0.16 -0.1942
C -6.8246 -2.9792 -0.8784 -0.12 0.22 -0.43 -0.2886
C -6.9321 -2.2197 -2.0051 0.32 0.11 -0.01 -0.3118
S -5.5610 -1.1898 -2.2607 -0.61 -0.34 0.11 0.5133
Br -8.3615 -2.2189 -3.2074 0.00 0.03 -0.02 0.1278
H -7.5765 -3.6735 -0.5510 -0.13 -0.09 0.03 0.2409
H -5.3078 -3.2113 0.7082 0.07 -0.10 0.20 0.2467
H -1.7498 -2.7472 -0.9834 -0.01 -0.16 0.23 0.4097
H -1.3353 -2.1064 -3.2717 -0.10 0.09 0.04 0.2105
H -2.3123 -0.6649 -2.9523 0.12 -0.03 -0.23 0.2144
H 0.4850 -0.8282 -2.7801 -0.01 0.00 0.01 0.2013
H -1.3912 1.1968 -1.5046 0.00 0.02 -0.09 0.2275
H -0.8425 1.2050 -3.1837 -0.09 0.02 -0.02 0.2058
H 0.4804 2.7889 -1.8092 0.06 0.04 -0.06 0.2132
H 1.5052 1.5070 -2.4502 0.05 0.06 0.01 0.2159
H 0.3347 1.6011 0.3612 0.01 0.01 0.05 0.2052
```
Positions in Å, forces in eV/Å.

LUMO level: 0.318 eV
HOMO-LUMO gap: 9.1 eV
HOMO level: -8.77 eV
SMILES: O=C(NCc1cccs1)[C@H]1CC[C@H](CNS(=O)(=O)c2ccc(Br)s2)CC1

***

# 6
Density functional theory data (the ωB97M-V functional and the def2-TZVPD basis) for a cluster of 15 separate species, C20H15Cl56N2O in total at a distorted geometry.

Structure (XYZ):
```
94
Properties=species:S:1:pos:R:3:forces:R:3:lowdin_charge:R:1
C 4.3004 3.1642 -0.6912 -0.62 0.01 0.14 -0.1055
C 2.9225 3.7841 -0.9575 0.42 0.30 -0.16 -0.2758
N 1.8465 3.1336 -0.1878 0.00 0.53 -0.38 -0.0120
C 0.5073 3.5634 -0.5903 0.51 -1.65 -0.13 -0.2731
C -0.5469 2.8407 0.2827 -0.01 -0.56 0.14 -0.1199
O -1.4202 3.6899 0.9971 0.48 0.35 -0.20 -0.0972
C -1.9894 4.7057 0.2056 -0.59 0.11 0.07 -0.1728
C -0.9361 5.6501 -0.4080 -0.52 0.65 0.53 -0.0556
N 0.4437 5.0537 -0.4866 0.04 0.06 -0.53 0.1116
H 5.0489 3.9051 -0.9700 -0.01 -0.37 -0.21 0.0171
H 4.4361 2.2280 -1.2551 0.03 0.31 0.29 0.0785
H 4.4080 2.9900 0.3894 0.03 -0.11 -0.32 0.0717
H 2.9918 4.8407 -0.6449 -0.07 -0.25 -0.05 0.1048
H 2.7370 3.7869 -2.0513 -0.12 -0.06 0.24 0.1240
H 1.9290 2.1288 -0.3551 -0.21 0.15 0.29 0.1301
H 0.3439 3.2794 -1.6434 -0.22 0.63 0.03 0.1656
H -1.0991 2.1211 -0.3526 0.01 0.41 0.16 0.1393
H -0.0025 2.2534 1.0398 -0.22 0.31 -0.24 0.1426
H -2.6008 5.3191 0.8871 0.18 -0.34 -0.27 0.1430
H -2.6783 4.3065 -0.5610 0.43 -0.08 0.11 0.1083
H -1.2478 5.9942 -1.4008 0.25 -0.22 0.18 0.1409
H -0.8568 6.5355 0.2402 0.17 -0.28 -0.35 0.1403
H 0.8783 5.4197 -1.3415 0.10 -0.02 0.38 0.1756
H 1.0446 5.3522 0.2912 -0.28 -0.19 0.06 0.1902
C -4.9747 1.3873 -2.7509 -0.01 -0.16 -0.20 -2.0554
Cl -4.9614 2.3752 -1.2812 0.00 0.02 0.09 0.5055
Cl -4.4568 2.3789 -4.1235 0.02 -0.03 0.06 0.5229
Cl -3.8597 0.0246 -2.5552 0.01 0.10 0.03 0.4986
Cl -6.5968 0.7733 -3.0428 0.05 0.07 0.01 0.5453
C 2.2067 -1.4964 -2.9326 -0.07 -0.04 -0.12 -2.0353
Cl 3.1975 -1.0818 -1.5253 -0.11 0.08 -0.08 0.4614
Cl 0.5974 -2.0010 -2.4093 0.02 0.05 -0.12 0.5070
Cl 2.0547 -0.0786 -3.9863 0.05 -0.08 0.14 0.4855
Cl 2.9718 -2.8027 -3.8253 0.02 -0.02 0.01 0.5602
C 1.0616 -3.8883 1.3960 0.02 -0.05 -0.12 -2.0379
Cl 0.8307 -2.1917 0.9357 0.00 0.07 0.25 0.4673
Cl 2.1935 -4.6361 0.2611 0.03 0.02 0.02 0.5259
Cl 1.7145 -3.9773 3.0318 -0.05 0.01 -0.05 0.5433
Cl -0.4898 -4.7209 1.3083 0.21 0.10 0.11 0.4948
C -3.9423 -6.4322 2.7556 0.05 0.07 -0.03 -2.0236
Cl -4.2503 -8.1168 3.1743 0.01 0.08 -0.05 0.5518
Cl -3.0904 -6.3401 1.2079 0.01 -0.14 0.11 0.4649
Cl -5.4719 -5.5652 2.5751 0.02 -0.37 0.22 0.4898
Cl -2.9688 -5.6702 4.0166 -0.04 -0.02 -0.02 0.5357
C -4.1875 -7.9036 -2.7412 0.10 0.02 -0.06 -2.0300
Cl -2.7170 -6.9126 -2.7932 0.05 -0.02 0.05 0.4936
Cl -3.7584 -9.5953 -3.0124 0.11 0.23 0.08 0.5191
Cl -4.9332 -7.7026 -1.1600 -0.23 -0.19 -0.11 0.5089
Cl -5.2968 -7.3594 -4.0025 0.02 -0.05 0.05 0.5148
C 6.3748 -0.0563 1.9951 0.09 -0.12 0.09 -2.0476
Cl 5.4667 0.4290 3.4288 -0.04 0.01 -0.07 0.5317
Cl 7.2395 1.3436 1.3449 -0.07 0.00 -0.07 0.5124
Cl 7.5368 -1.3076 2.4225 0.04 0.01 0.05 0.5499
Cl 5.2703 -0.7162 0.7750 0.05 0.14 0.10 0.4795
C 7.2582 6.5225 0.1633 0.16 0.04 0.01 -2.0382
Cl 6.9104 4.8184 0.4990 0.16 0.08 0.15 0.5294
Cl 7.6454 6.7152 -1.5482 -0.03 -0.01 0.04 0.5405
Cl 5.8309 7.4937 0.5590 -0.03 0.00 0.00 0.5136
Cl 8.6192 7.0362 1.1516 -0.12 0.11 -0.14 0.5291
C -3.8976 -4.0484 -5.9093 -0.11 -0.10 -0.05 -2.0326
Cl -4.1126 -3.3480 -4.2980 0.00 0.00 0.00 0.5055
Cl -3.4637 -2.7709 -7.0525 -0.71 -0.49 0.07 0.4873
Cl -2.6101 -5.2541 -5.8591 0.00 0.08 -0.09 0.5203
Cl -5.4039 -4.8119 -6.4225 -0.02 0.04 -0.04 0.5261
C 11.2161 5.2360 4.4664 0.03 -0.03 0.07 -2.0523
Cl 10.4935 5.6923 6.0094 0.02 0.07 -0.04 0.5090
Cl 12.2083 6.5639 3.8555 -0.02 -0.02 0.00 0.5308
Cl 12.2199 3.7999 4.6873 -0.02 0.02 -0.01 0.5311
Cl 9.9302 4.8844 3.3031 0.05 -0.10 0.07 0.4844
C 0.0421 -0.3244 -7.5737 0.14 -0.03 0.22 -2.0376
Cl -0.7341 0.1951 -9.0669 -0.01 -0.02 0.02 0.5477
Cl 1.5038 -1.2393 -7.9424 0.00 0.00 -0.01 0.5377
Cl 0.4804 1.1035 -6.6125 -0.07 0.21 -0.16 0.4720
Cl -1.0689 -1.3294 -6.6386 0.69 0.50 -0.13 0.4764
C -7.5050 -1.6668 1.0138 0.01 -0.09 -0.02 -2.0320
Cl -8.5628 -0.9187 2.2085 0.05 -0.03 -0.04 0.5202
Cl -6.3656 -0.4716 0.3814 0.00 0.15 0.02 0.4892
Cl -6.5732 -2.9726 1.7572 -0.17 0.30 -0.08 0.4844
Cl -8.4694 -2.3136 -0.3179 0.01 0.02 0.03 0.5378
C 8.0744 3.7296 8.9534 0.03 -0.02 0.02 -2.0622
Cl 9.0669 4.1233 10.3583 -0.02 0.00 -0.02 0.5316
Cl 6.7509 2.6666 9.4429 0.01 0.02 -0.01 0.5224
Cl 7.4107 5.2185 8.2662 0.00 0.01 -0.01 0.5069
Cl 9.0669 2.9192 7.7387 -0.03 -0.07 0.03 0.5030
C -7.8031 -11.4464 -2.4075 -0.04 -0.18 -0.03 -2.0564
Cl -7.4984 -11.0978 -0.7043 0.06 0.07 0.00 0.5189
Cl -8.8182 -12.8901 -2.5277 0.01 0.04 -0.01 0.5245
Cl -8.6343 -10.0822 -3.1579 0.04 0.03 0.01 0.5203
Cl -6.2708 -11.7404 -3.2404 -0.22 -0.07 0.02 0.4977
C -8.0310 1.1610 5.5098 0.01 -0.04 0.03 -2.0641
Cl -7.9951 2.1346 6.9812 0.00 -0.01 -0.02 0.5311
Cl -7.6027 2.1715 4.1232 0.00 0.01 -0.01 0.5023
Cl -6.8738 -0.1669 5.6491 -0.01 0.02 -0.02 0.5170
Cl -9.6552 0.5032 5.2780 0.02 0.02 0.00 0.5154
```
Positions in Å, forces in eV/Å.

net charge: +1
LUMO level: -3.063 eV
HOMO-LUMO gap: 9.0 eV
HOMO level: -12.05 eV